*a*
Below is a cluster of 2 separate species, C7H16O in total, with properties calculated with ωB97M-V/def2-TZVPD.

Last column: Mulliken charge in e.
CARTESIAN COORDINATES (ANGSTROEM)
1 C -1.35 2.32 -1.94  -1.2733
2 C -0.35 2.25 -0.83  0.0031
3 C -0.64 2.05 0.44  0.0338
4 C 0.36 2.01 1.55  -1.2680
5 H -2.34 2.04 -1.59  0.3029
6 H -1.40 3.33 -2.34  0.3921
7 H -1.04 1.67 -2.76  0.3230
8 H 0.71 2.37 -1.08  0.2378
9 H -1.68 1.91 0.71  0.2643
10 H 1.36 1.83 1.17  0.3057
11 H 0.39 2.94 2.11  0.3733
12 H 0.14 1.21 2.26  0.3135
13 C 1.31 -3.02 1.21  -1.1615
14 C 0.86 -2.57 -0.18  -0.3929
15 C -0.17 -1.46 -0.09  0.0574
16 O -0.59 -1.12 -1.41  -0.5500
17 H 0.45 -3.31 1.81  0.3132
18 H 1.97 -3.88 1.15  0.3492
19 H 1.84 -2.22 1.74  0.2997
20 H 0.40 -3.40 -0.71  0.3066
21 H 1.71 -2.23 -0.76  0.2942
22 H 0.23 -0.57 0.40  -0.0670
23 H -1.03 -1.82 0.49  0.2574
24 H -1.14 -0.33 -1.35  0.2855

Charge = 0
Lowest unoccupied orbital energy = 1.06 eV
HOMO energy = -9.4296 eV
Frontier orbital gap = 10.4877 eV

=====

*b*
Below is a cluster of 2 separate species, C7H16O in total, with properties calculated with ωB97M-V/def2-TZVPD.

Last column: Mulliken charge in e.
CARTESIAN COORDINATES (ANGSTROEM)
1 C -1.00 -1.35 -2.40  -1.0307
2 C 0.15 0.90 -2.50  -1.0064
3 C -0.14 0.92 2.73  -1.4302
4 C 1.10 -1.04 1.80  -1.6142
5 C -0.85 0.11 0.48  -1.5678
6 C -0.03 -0.37 -1.75  0.2212
7 C 0.33 0.29 1.34  1.4830
8 O 1.37 1.15 0.77  -0.5931
9 H -1.86 -1.47 -1.67  0.2377
10 H -1.29 -1.13 -3.36  0.4158
11 H -0.41 -2.35 -2.42  0.2452
12 H 0.50 0.54 -3.60  0.3057
13 H 0.95 1.59 -2.04  0.2087
14 H -0.88 1.26 -2.41  0.2872
15 H -1.09 1.51 2.47  0.3519
16 H 0.60 1.60 3.13  0.3860
17 H -0.54 0.19 3.53  0.2908
18 H 1.90 -0.69 2.51  0.3456
19 H 1.65 -1.39 1.02  0.4495
20 H 0.38 -1.73 2.15  0.4149
21 H -1.50 -0.75 0.62  0.3993
22 H -1.33 0.98 0.25  0.5951
23 H 0.88 -0.78 -1.22  0.2795
24 H 1.11 2.02 0.57  0.3253

Charge = 0
Lowest unoccupied orbital energy = 0.93 eV
HOMO energy = -7.6092 eV
Frontier orbital gap = 8.5343 eV

=====

Which structure wins on stability? *a* wins.

=====

*a*
Below is the molecule C5H8FN, with properties calculated with ωB97M-V/def2-TZVPD.

Last column: Mulliken charge in e.
CARTESIAN COORDINATES (ANGSTROEM)
1 C 0.83 -1.03 0.75  -1.5239
2 C 0.01 -0.53 -0.44  1.0112
3 C -1.45 0.03 0.16  -1.3755
4 F -0.32 -1.58 -1.22  -0.3187
5 C 0.63 0.48 -1.38  -0.4202
6 C 1.83 -0.10 -1.88  0.1652
7 N 2.78 -0.48 -2.37  -0.4177
8 H 1.51 -0.31 1.24  0.3612
9 H 0.33 -1.59 1.58  0.3309
10 H 1.57 -1.68 0.41  0.4887
11 H -2.16 0.23 -0.64  0.3760
12 H -1.81 -0.74 0.77  0.4053
13 H -1.44 1.00 0.82  0.2973
14 H -0.16 0.60 -2.22  0.2997
15 H 0.79 1.47 -0.89  0.3206

Charge = 0
Lowest unoccupied orbital energy = 0.70 eV
HOMO energy = -11.4455 eV
Frontier orbital gap = 12.1480 eV

=====

*b*
Below is the molecule C5H8FN, with properties calculated with ωB97M-V/def2-TZVPD.

Last column: Mulliken charge in e.
CARTESIAN COORDINATES (ANGSTROEM)
1 C 0.56 -1.51 2.74  -0.9329
2 C -0.07 -0.73 1.90  0.6023
3 F -1.31 -0.36 2.26  -0.2638
4 C 0.42 -0.35 0.58  -0.5266
5 C -0.26 0.36 -0.35  -0.1418
6 C 0.20 0.66 -1.72  -0.1916
7 N -0.90 1.03 -2.60  -0.6248
8 H 0.15 -1.77 3.69  0.3034
9 H 1.50 -1.91 2.56  0.2882
10 H 1.53 -0.50 0.50  0.2241
11 H -1.29 0.63 -0.14  0.3054
12 H 0.93 1.52 -1.64  0.2032
13 H 0.70 -0.21 -2.14  0.3294
14 H -0.64 1.40 -3.49  0.2186
15 H -1.51 1.74 -2.15  0.2070

Charge = 0
Lowest unoccupied orbital energy = 0.93 eV
HOMO energy = -8.6901 eV
Frontier orbital gap = 9.6196 eV

=====

Which structure wins on stability? *a* wins.

=====

*a*
Below is the molecule C2H6N2OS, with properties calculated with ωB97M-V/def2-TZVPD.

Last column: Mulliken charge in e.
CARTESIAN COORDINATES (ANGSTROEM)
1 C -1.03 -1.11 -0.22  -0.5813
2 N 0.34 -0.97 0.27  -0.2136
3 C 1.25 0.04 0.03  0.2518
4 S 2.88 0.08 -0.05  -0.3944
5 N 0.51 1.20 -0.19  -0.2370
6 O -0.90 1.44 0.04  -0.4835
7 H -1.52 -1.10 0.93  0.1954
8 H -1.31 -2.07 -0.75  0.2678
9 H -1.32 -0.01 -0.86  0.3087
10 H 0.92 -1.91 0.23  0.2548
11 H 0.89 2.11 -0.24  0.2644
12 H -0.70 2.31 0.81  0.3669

Charge = 0
Lowest unoccupied orbital energy = 0.03 eV
HOMO energy = -8.4812 eV
Frontier orbital gap = 8.5083 eV

=====

*b*
Below is the molecule C2H6N2OS, with properties calculated with ωB97M-V/def2-TZVPD.

Last column: Mulliken charge in e.
CARTESIAN COORDINATES (ANGSTROEM)
1 N 1.53 0.65 -0.66  -0.5228
2 S 1.09 -0.92 -0.03  -0.0800
3 C -0.59 -1.03 -0.69  -0.6955
4 C -1.78 -0.13 0.17  0.4840
5 N -1.18 0.41 1.26  -0.3383
6 O -2.83 0.06 -0.36  -0.5419
7 H 1.19 1.32 0.03  0.2313
8 H 2.51 0.88 -0.69  0.2710
9 H -0.73 -0.63 -1.65  0.3148
10 H -0.81 -1.98 -0.83  0.4713
11 H -0.28 0.21 1.59  0.1531
12 H -1.81 0.66 2.06  0.2531

Charge = 0
Lowest unoccupied orbital energy = 0.59 eV
HOMO energy = -8.7075 eV
Frontier orbital gap = 9.2950 eV

=====

Which structure wins on stability? *b* wins.

=====

*a*
Below is a cluster of 19 separate species, H39O19 in total, with properties calculated with ωB97M-V/def2-TZVPD.

Last column: Mulliken charge in e.
CARTESIAN COORDINATES (ANGSTROEM)
1 O 0.85 3.66 -2.24  -0.6822
2 H -1.69 -4.14 -0.72  0.3792
3 H 0.40 3.64 -1.41  0.3324
4 O -0.49 -0.88 1.65  -0.4633
5 H -1.39 -0.92 1.43  0.2199
6 H -0.43 -1.29 2.52  0.2434
7 O -3.09 -1.82 1.71  -0.5164
8 H -2.99 -1.95 2.65  0.2182
9 H -3.53 -2.69 1.54  0.3051
10 O -0.30 1.98 1.44  -0.4763
11 H -0.17 1.86 2.44  0.3206
12 H 2.67 1.59 -0.42  0.2861
13 O -2.72 -1.67 -2.75  -0.7117
14 H -2.75 -1.67 -3.73  0.3126
15 H -2.21 -2.43 -2.50  0.2310
16 O -0.69 0.73 -2.25  -0.5906
17 H -0.83 0.91 -1.32  0.2792
18 H -1.29 -0.05 -2.39  0.3206
19 O 0.13 -2.35 -2.30  -0.6235
20 H 0.37 -3.07 -2.87  0.2313
21 H -0.31 -2.58 -1.45  0.4444
22 O -1.04 -3.54 -0.31  -0.7410
23 H -1.66 -2.84 0.00  0.3219
24 O 3.91 -0.16 -0.53  -0.7110
25 H 3.56 -1.13 -0.60  0.5109
26 H 4.45 -0.26 0.26  0.2401
27 O -4.24 -1.92 -0.45  -0.6481
28 H -4.08 -1.07 0.01  0.3839
29 H 1.23 -1.08 -1.78  0.5177
30 O 3.28 -0.29 2.11  -0.6345
31 H 2.33 -0.11 2.27  0.2633
32 H 3.78 0.45 2.45  0.2903
33 O 1.79 1.79 -0.80  -0.6503
34 H 1.98 2.64 -1.24  0.3672
35 H 2.13 0.33 -1.74  0.5110
36 O 2.39 2.38 2.72  -0.5608
37 H -3.54 -1.78 -1.08  0.3474
38 H 0.18 3.48 -2.91  0.2893
39 O 1.65 4.27 0.76  -0.5444
40 H 1.08 4.91 1.19  0.2868
41 H 0.25 2.76 1.59  0.0642
42 O -3.01 1.62 1.36  -0.5810
43 H -3.16 1.66 2.34  0.2446
44 H -2.12 1.89 1.11  0.4240
45 O -2.93 3.03 -1.37  -0.5527
46 H 2.65 -2.97 0.57  0.2796
47 H -2.88 3.90 -1.77  0.2778
48 O 3.44 -2.45 0.57  -0.6594
49 H -3.31 2.37 -1.94  0.2908
50 H 3.44 -1.58 0.94  0.3889
51 O 1.73 -0.37 -2.45  -0.4496
52 H 1.07 0.39 -2.62  0.5304
53 H 2.51 2.10 3.67  0.3129
54 O -0.68 -4.57 2.35  -0.6063
55 H -0.49 -4.91 1.44  0.3081
56 H -0.17 -3.73 2.19  0.2947
57 H 3.04 3.09 2.68  0.2566
58 H 1.88 4.84 0.02  0.2763

Charge = +1
Lowest unoccupied orbital energy = -2.83 eV
HOMO energy = -12.9512 eV
Frontier orbital gap = 10.1238 eV

=====

*b*
Below is a cluster of 19 separate species, H39O19 in total, with properties calculated with ωB97M-V/def2-TZVPD.

Last column: Mulliken charge in e.
CARTESIAN COORDINATES (ANGSTROEM)
1 O -1.62 0.00 -1.97  -0.5689
2 H 0.38 -2.93 2.83  0.2998
3 H -1.77 0.29 -2.88  0.2696
4 O -0.78 2.74 0.00  -0.4970
5 H -0.94 2.27 0.81  0.2488
6 H -3.93 0.47 0.36  0.3007
7 O 2.17 3.13 2.43  -0.6020
8 H 1.34 1.01 -2.39  0.2404
9 H 1.65 -3.56 3.38  0.2960
10 O -0.72 -1.73 0.60  -0.5192
11 H -1.60 -2.18 0.59  0.3563
12 H -3.16 2.23 2.33  0.2883
13 O 2.62 0.66 -3.87  -0.5663
14 H 2.00 0.54 -4.59  0.2885
15 H 3.09 1.50 -3.98  0.3065
16 O 0.34 -1.50 -3.04  -0.7220
17 H 0.24 -2.65 -2.11  0.6344
18 H -0.26 -0.89 -2.58  0.5793
19 O 2.57 -0.87 1.07  -0.4740
20 H 0.59 1.34 2.54  0.3625
21 H 3.46 -0.67 1.38  0.2723
22 O 1.33 -2.99 2.66  -0.6207
23 H 2.09 -1.47 1.65  0.2601
24 O -1.01 0.36 4.83  -0.6999
25 H -0.21 0.09 5.30  0.3189
26 H -0.62 0.92 4.11  0.4533
27 O 4.42 1.11 -1.57  -0.6213
28 H -0.92 3.69 0.05  0.2415
29 H -0.02 -2.28 -0.50  0.4851
30 O -0.12 1.96 2.77  -0.7889
31 H 1.84 3.31 1.55  0.3262
32 H 0.39 2.60 3.29  0.3528
33 O -3.13 2.63 1.46  -0.5564
34 H -4.04 2.86 1.24  0.2726
35 H 4.87 0.40 -2.02  0.3020
36 O 1.44 0.71 -1.46  -0.2037
37 H 3.51 0.94 -1.28  0.3003
38 H 1.18 -1.17 -3.36  0.2716
39 O -4.22 0.69 -0.53  -0.6218
40 H -4.41 -0.13 -1.01  0.2928
41 H -0.55 -1.53 1.57  0.2213
42 O -3.16 -2.78 0.30  -0.6173
43 H -2.72 -3.44 0.85  0.2999
44 H 3.09 3.41 2.49  0.2820
45 O -1.76 2.63 -3.77  -0.6370
46 H -2.32 -1.24 2.89  0.2620
47 H -2.25 2.64 -2.94  0.3019
48 O -1.62 -1.88 3.05  -0.6280
49 H -2.23 0.52 -1.44  0.2087
50 H -1.15 -1.53 3.83  0.3137
51 O 0.46 -3.06 -1.14  -0.5692
52 H 1.42 -2.81 -1.10  0.4867
53 H -3.77 -3.11 -0.35  0.2710
54 O 2.71 -1.88 -2.10  -0.6737
55 H 3.66 -2.01 -1.99  0.2739
56 H 2.62 -0.93 -1.90  0.2353
57 H 0.96 1.38 -0.96  0.1072
58 H -1.09 3.32 -3.66  0.3031

Charge = +1
Lowest unoccupied orbital energy = -2.54 eV
HOMO energy = -13.5619 eV
Frontier orbital gap = 11.0198 eV

=====

Which structure wins on stability? *b* wins.

=====

*a*
Below is the molecule C3H8N4O, with properties calculated with ωB97M-V/def2-TZVPD.

Last column: Mulliken charge in e.
CARTESIAN COORDINATES (ANGSTROEM)
1 H -1.85 0.72 1.51  0.2843
2 N -2.07 0.03 0.73  -0.8227
3 C -1.04 -0.57 0.22  0.3120
4 N -1.27 -1.48 -0.71  -0.4050
5 C 0.38 0.12 0.33  0.6467
6 C 1.56 -0.83 0.44  -0.4084
7 O 2.71 -0.21 -0.13  -0.5740
8 N 0.51 1.32 -0.04  -0.2214
9 N -0.50 2.18 -0.28  -0.6478
10 H -0.57 -1.84 -1.35  0.2217
11 H -2.14 -2.08 -0.62  0.2744
12 H 1.85 -1.03 1.52  0.1912
13 H 1.36 -1.76 -0.07  0.2826
14 H 2.63 0.77 -0.04  0.3433
15 H -0.23 2.95 -0.89  0.2576
16 H -1.32 1.70 -0.60  0.2656

Charge = 0
Lowest unoccupied orbital energy = 0.87 eV
HOMO energy = -9.1147 eV
Frontier orbital gap = 9.9826 eV

=====

*b*
Below is the molecule C3H8N4O, with properties calculated with ωB97M-V/def2-TZVPD.

Last column: Mulliken charge in e.
CARTESIAN COORDINATES (ANGSTROEM)
1 H 2.55 -1.62 -0.04  0.3356
2 N 3.13 -0.78 -0.17  -0.6344
3 C 2.38 0.47 0.00  0.1276
4 N 0.85 0.16 -0.33  -0.1624
5 O 0.60 -0.99 0.48  -0.5730
6 C 0.01 1.25 0.01  -0.2296
7 C -1.46 0.95 0.26  -0.2914
8 N -1.75 -0.26 -0.28  -0.0397
9 N -3.11 -0.70 -0.07  -0.6016
10 H 2.87 1.62 0.04  0.2627
11 H -0.53 -0.79 0.29  0.4931
12 H 0.42 1.73 1.03  0.3166
13 H -0.03 2.04 -0.84  0.2187
14 H -2.27 1.72 0.39  0.3355
15 H -3.49 -1.77 -0.13  0.2669
16 H -3.64 0.01 -0.30  0.1752

Charge = 0
Lowest unoccupied orbital energy = 0.11 eV
HOMO energy = -8.2613 eV
Frontier orbital gap = 8.3665 eV

=====

*c*
Below is the molecule C3H8N4O, with properties calculated with ωB97M-V/def2-TZVPD.

Last column: Mulliken charge in e.
CARTESIAN COORDINATES (ANGSTROEM)
1 H -2.77 0.02 0.71  0.3433
2 N -2.66 -0.86 0.19  -0.5467
3 C -1.57 -1.16 -0.15  -0.0033
4 N -0.49 -0.30 -0.25  0.1392
5 C 0.80 -0.66 -0.14  0.1085
6 N 1.78 0.13 0.08  -0.3804
7 O 2.92 -0.61 0.18  -0.4113
8 N -0.76 0.91 0.58  -0.5027
9 C -0.53 2.04 -0.38  -0.7420
10 H -1.36 -2.02 -0.86  0.2566
11 H 0.86 -1.74 -0.66  0.2246
12 H 3.65 0.12 -0.26  0.3701
13 H -0.09 1.07 1.32  0.2922
14 H -0.03 3.11 0.15  0.2416
15 H -1.29 2.21 -1.02  0.3401
16 H 0.36 1.63 -1.02  0.2703

Charge = 0
Lowest unoccupied orbital energy = 0.72 eV
HOMO energy = -8.9459 eV
Frontier orbital gap = 9.6653 eV

=====

*d*
Below is a structure of composition C3H8N4O, with properties calculated with ωB97M-V/def2-TZVPD.

Last column: Mulliken charge in e.
CARTESIAN COORDINATES (ANGSTROEM)
1 C 1.62 -1.73 -0.05  -1.0481
2 N 0.39 0.34 0.60  0.0071
3 C -0.88 1.10 -0.33  0.7373
4 C 0.65 -0.62 -0.27  0.3274
5 N -2.15 0.62 -0.03  -0.5610
6 O 0.70 0.19 1.96  -0.4432
7 N -0.56 2.29 -0.61  -0.7082
8 N -0.21 -0.45 -1.25  -0.5609
9 H 0.95 1.09 2.22  0.3694
10 H -2.60 1.13 0.72  0.2215
11 H -2.21 -0.38 0.09  0.2412
12 H -1.37 2.86 -0.84  0.2725
13 H 0.07 -0.39 -2.22  0.2231
14 H 1.10 -2.62 0.31  0.2613
15 H 2.10 -1.98 -1.00  0.3324
16 H 2.37 -1.45 0.68  0.3282

Charge = 0
Lowest unoccupied orbital energy = 0.81 eV
HOMO energy = -8.4649 eV
Frontier orbital gap = 9.2729 eV

=====

Which structure wins on stability? *a* wins.

=====

*a*
Below is the molecule C8H12ClNSi, with properties calculated with ωB97M-V/def2-TZVPD.

Last column: Mulliken charge in e.
CARTESIAN COORDINATES (ANGSTROEM)
1 C 3.30 -0.06 -0.01  -0.2922
2 C 3.24 -1.49 0.00  -0.0195
3 C 0.92 -1.85 0.01  0.4817
4 C 0.43 -0.62 0.01  -0.4001
5 C 2.20 0.69 0.00  -0.0465
6 C -2.58 -1.02 0.15  -1.0945
7 C -1.37 1.24 -1.64  -0.9773
8 C -1.24 1.48 1.49  -1.0040
9 N 2.22 -2.28 0.01  -0.5864
10 Si -1.20 0.29 0.01  0.0958
11 Cl 1.96 2.33 0.00  -0.1450
12 H 4.29 0.39 -0.01  0.3562
13 H 4.19 -2.01 -0.01  0.3344
14 H 0.22 -2.69 0.02  0.3881
15 H -2.71 -1.56 -0.79  0.3132
16 H -2.35 -1.75 0.92  0.3320
17 H -3.54 -0.57 0.40  0.3245
18 H -1.15 0.60 -2.49  0.3288
19 H -2.38 1.62 -1.77  0.3335
20 H -0.69 2.08 -1.68  0.2940
21 H -2.26 1.72 1.79  0.3497
22 H -0.74 1.05 2.35  0.3308
23 H -0.75 2.42 1.25  0.3027

Charge = 0
Lowest unoccupied orbital energy = 0.11 eV
HOMO energy = -9.1324 eV
Frontier orbital gap = 9.2455 eV

=====

*b*
Below is the molecule C8H12ClNSi, with properties calculated with ωB97M-V/def2-TZVPD.

Last column: Mulliken charge in e.
CARTESIAN COORDINATES (ANGSTROEM)
1 C -1.47 -1.30 -0.66  -1.0532
2 Si -0.01 -0.11 -0.61  0.1517
3 C 1.56 -1.08 -0.98  -1.0757
4 C -0.22 1.52 -1.61  -0.9181
5 C 0.11 0.20 1.33  -0.0663
6 C -0.72 -0.21 2.27  -0.1852
7 N -0.68 0.29 3.54  -0.5956
8 C 0.02 1.31 3.85  -0.0740
9 C 1.08 1.92 3.05  -0.2909
10 C 1.21 1.44 1.85  0.2617
11 Cl 2.24 2.05 0.64  -0.1924
12 H -1.11 -2.34 -0.34  0.2469
13 H -2.36 -0.91 -0.19  0.3726
14 H -1.80 -1.34 -1.76  0.2577
15 H 2.29 -0.30 -0.89  0.2714
16 H 1.74 -1.88 -0.43  0.4815
17 H 1.64 -1.37 -2.07  0.3229
18 H -0.40 1.32 -2.72  0.3047
19 H -1.11 2.11 -1.17  0.2838
20 H 0.67 2.16 -1.60  0.3417
21 H -1.43 -0.92 2.08  0.5698
22 H 0.05 1.72 4.87  0.3027
23 H 1.71 2.76 3.53  0.2824

Charge = 0
Lowest unoccupied orbital energy = 0.59 eV
HOMO energy = -9.4475 eV
Frontier orbital gap = 10.0373 eV

=====

Which structure wins on stability? *b* wins.